Below is the molecule C15H18N4O3 at a distorted geometry, with properties calculated with ωB97M-V with the def2-TZVPD basis set.

Results
- Gap between HOMO and LUMO: 9.55 eV
- Structure (SMILES): N[C@@H](Cc1c[nH]cn1)C(=O)N[C@@H](Cc1ccccc1)C(=O)O
- HOMO energy: -8.921 eV
- Molar mass: 302.3 Da
- Multiplicity: 1
- Relative energy (zero: lowest compared OMol25 entry of this formula, charge and spin): 205.44 kJ/mol

Each line ends with the Löwdin charge.
Cartesian coordinates (Å):
N -3.714 1.197 0.167  0.043
C -3.099 0.701 -1.120  -0.253
C -2.508 1.922 -1.872  -0.082
C -1.935 2.913 -0.895  -0.311
C -2.427 4.110 -0.642  -0.100
N -1.748 4.586 0.401  0.031
C -0.830 3.702 0.839  -0.154
N -0.941 2.639 0.074  0.090
C -2.150 -0.564 -0.942  -0.459
O -2.350 -1.613 -1.458  0.098
N -1.171 -0.328 -0.040  0.092
C -0.251 -1.304 0.356  -0.230
C 0.861 -1.356 -0.745  -0.045
C 2.261 -1.999 -0.303  -0.185
C 2.263 -3.223 0.426  -0.017
C 3.535 -3.760 0.854  -0.092
C 4.707 -3.124 0.666  -0.113
C 4.628 -1.884 0.041  -0.095
C 3.473 -1.340 -0.474  -0.060
C 0.463 -1.002 1.644  -0.463
O 0.876 0.113 1.888  0.104
O 0.657 -1.923 2.631  0.084
H -2.909 1.644 0.729  0.083
H -3.945 0.430 0.795  0.071
H -3.937 0.292 -1.665  0.124
H -1.859 1.678 -2.759  0.137
H -3.316 2.434 -2.345  0.097
H -3.141 4.712 -1.236  0.146
H -1.578 5.571 0.588  0.158
H -0.138 4.028 1.594  0.126
H -1.058 0.597 0.275  0.072
H -0.894 -2.201 0.427  0.167
H 1.010 -0.356 -1.196  0.126
H 0.614 -1.944 -1.667  0.130
H 1.390 -3.743 0.697  0.091
H 3.582 -4.773 1.333  0.116
H 5.611 -3.673 0.865  0.102
H 5.538 -1.311 -0.120  0.101
H 3.638 -0.570 -1.211  0.111
H 0.793 -1.279 3.400  0.160

Force components x, y, z for each atom (eV/Å):
N 2.513 0.504 0.777
C -0.241 -0.691 0.753
C 0.874 -0.461 0.021
C 1.405 -2.248 0.344
C -1.602 2.135 -1.858
N 1.012 3.205 1.930
C -1.106 -0.363 -1.884
N 0.340 -0.961 -0.271
C -0.276 3.180 1.436
O -0.449 -2.087 -1.269
N -0.976 0.450 0.126
C 0.860 -2.182 -1.118
C 2.192 -1.650 -1.281
C -2.184 -0.348 1.113
C 3.092 1.325 -0.356
C -2.910 -1.769 0.345
C 0.017 0.785 -0.655
C 1.438 0.373 -0.265
C 0.284 -0.850 -0.424
C 0.504 1.592 1.642
O -0.490 0.074 -0.689
O -0.960 0.904 0.329
H -1.682 -0.598 -1.125
H -0.281 -0.285 -0.511
H -0.100 -0.084 -0.484
H -0.155 -0.180 1.225
H -0.849 0.378 -0.190
H 0.485 -0.525 0.803
H -0.709 -0.258 0.049
H 0.240 -0.705 0.200
H 0.521 1.539 0.379
H 1.054 -0.254 -0.026
H 0.073 -0.206 0.901
H -0.647 0.199 1.038
H -1.071 -0.502 0.051
H -0.405 1.019 -0.462
H 0.411 0.462 0.299
H 0.064 -0.164 -0.099
H -0.545 0.706 0.344
H 0.259 -1.458 -1.136


Below is a structure of composition C3H4BrNO2 at a distorted geometry, with properties calculated with ωB97M-V with the def2-TZVPD basis set.

Results
- Gap between HOMO and LUMO: 9.84 eV
- HOMO energy: -9.979 eV
- Molar mass: 166.0 Da
- Multiplicity: 1
- Relative energy (zero: lowest compared OMol25 entry of this formula, charge and spin): 418.20 kJ/mol

Each line ends with the Löwdin charge.
Cartesian coordinates (Å):
C -0.390 0.617 -1.736  -0.006
C -0.383 -0.299 -0.797  -0.304
C -0.428 0.002 0.636  -0.632
N 1.248 -0.324 1.517  -0.368
O 1.099 -0.661 2.659  -0.022
O 2.295 -0.255 0.942  0.060
Br -1.527 -1.092 1.612  0.843
H -0.415 0.464 -2.854  0.076
H -0.552 1.809 -1.621  0.119
H -0.318 -1.345 -1.220  0.129
H -0.628 1.085 0.862  0.104

Force components x, y, z for each atom (eV/Å):
C -1.018 4.416 -2.213
C 0.761 -1.627 -0.845
C 1.805 1.166 0.413
N -1.454 -0.173 -0.331
O -0.168 0.221 0.035
O -0.172 0.431 -0.803
Br -1.065 -0.709 0.619
H 0.237 -0.631 1.502
H 0.608 -2.918 0.542
H -0.058 0.988 1.263
H 0.523 -1.164 -0.182